Record 1
The following is a quantum chemistry calculation of a single C17H18N4O3S molecule, from the Open Molecules 2025 dataset.

Structure (XYZ):
```
43
Properties=species:S:1:pos:R:3:nbo_charge:R:1
C -0.381 -1.000 -2.107 -0.63
C 0.377 0.292 -2.391 -0.21
N 0.631 1.045 -1.189 -0.36
C -0.137 1.994 -0.570 0.28
C -1.475 2.431 -1.057 -0.11
O -2.406 1.370 -1.047 -0.48
C -2.808 0.860 0.149 0.29
C -2.528 1.391 1.384 -0.30
C -3.042 0.796 2.547 -0.18
C -3.827 -0.320 2.488 -0.21
C -4.112 -0.910 1.241 -0.09
C -4.892 -2.077 1.097 -0.14
C -5.096 -2.603 -0.150 -0.26
C -4.506 -1.960 -1.252 0.05
N -3.789 -0.875 -1.161 -0.42
C -3.591 -0.330 0.054 0.16
N 0.455 2.417 0.510 -0.28
N 1.621 1.766 0.639 -0.33
C 1.719 0.944 -0.372 0.17
S 3.036 -0.148 -0.682 0.28
C 4.096 0.392 0.691 -0.62
C 5.280 -0.529 0.860 0.79
O 6.181 -0.321 1.625 -0.58
O 5.184 -1.592 0.065 -0.51
C 6.228 -2.556 0.114 -0.27
H -1.391 -0.788 -1.764 0.24
H 0.142 -1.585 -1.353 0.21
H -0.445 -1.586 -3.019 0.21
H -0.200 0.921 -3.073 0.21
H 1.349 0.068 -2.841 0.21
H -1.812 3.280 -0.452 0.21
H -1.419 2.741 -2.106 0.21
H -1.899 2.260 1.488 0.24
H -2.804 1.245 3.499 0.22
H -4.227 -0.769 3.385 0.21
H -5.312 -2.541 1.978 0.22
H -5.686 -3.494 -0.296 0.22
H -4.628 -2.360 -2.250 0.19
H 3.492 0.404 1.600 0.28
H 4.438 1.409 0.501 0.26
H 6.912 -2.389 -0.719 0.19
H 6.771 -2.468 1.057 0.21
H 5.764 -3.536 0.025 0.20
```

Properties
Electronic energy   -40859.0316 eV
E_LUMO   0.35 eV
E_HOMO   -8.3 eV
Gap between HOMO and LUMO   8.66 eV
Energy relative to the best compared isomer or geometry (same formula, charge and spin)   198.77 kJ/mol



Record 2
The following is a quantum chemistry calculation of 2 unconnected molecules or ions with the total composition C2O2S2, from the Open Molecules 2025 dataset.

Structure (XYZ):
```
6
Properties=species:S:1:pos:R:3:nbo_charge:R:1
O -0.051 1.822 -2.338 -0.44
C -0.147 0.695 -2.236 0.44
S -0.519 -0.811 -2.159 0.00
O -0.533 -1.092 1.362 -0.45
C 0.190 -0.635 2.134 0.44
S 1.059 0.022 3.237 0.01
```

Properties
Electronic energy   -27840.0822 eV
E_LUMO   0.50 eV
E_HOMO   -10.6 eV
Gap between HOMO and LUMO   11.11 eV
Energy relative to the best compared isomer or geometry (same formula, charge and spin)   3.79 kJ/mol